# C27H72AsCaF6O27S9

A structure of composition C27H72AsCaF6O27S9 at a distorted geometry (wB97M-V/def2-TZVPD, OMol25).

Summary:
Frontier orbital gap in Ha: 0.3406

ORCA input file:
```
! RIJCOSX wB97M-V def2-TZVPD def2/J DEFGRID3
* xyz 1 1
Ca 2.30 -1.60 -2.39
As -0.28 1.04 -0.62
F 0.16 0.42 0.98
F 0.70 -0.27 -1.39
F -0.59 1.64 -2.28
F -1.26 2.40 0.00
F 1.14 2.07 -0.66
F -1.79 0.03 -0.67
O -2.03 -3.24 -0.82
S -0.62 -3.72 -0.89
O 0.49 -2.86 -1.34
O -0.15 -4.38 0.53
C -1.18 -4.79 1.45
C -0.44 -5.07 2.79
C -0.56 -5.29 -1.88
H -1.70 -5.69 1.12
H -1.93 -4.01 1.57
H -0.25 -4.11 3.28
H 0.46 -5.68 2.72
H -1.13 -5.61 3.42
H 0.43 -5.74 -1.81
H -0.83 -5.02 -2.90
H -1.35 -5.92 -1.49
O 2.99 -2.86 -0.47
S 3.24 -3.08 0.97
O 4.38 -2.61 1.74
O 1.88 -2.64 1.81
C 2.04 -2.50 3.23
C 0.99 -1.47 3.66
C 3.14 -4.86 1.27
H 3.05 -2.27 3.57
H 1.76 -3.38 3.81
H 1.05 -0.51 3.15
H 0.97 -1.28 4.73
H 0.00 -1.88 3.44
H 4.10 -5.36 1.37
H 2.57 -5.29 0.44
H 2.53 -4.97 2.17
O 0.75 -1.64 -4.07
S -0.42 -1.56 -4.96
O -0.32 -1.00 -6.32
O -1.07 -3.12 -5.07
C -2.00 -3.39 -6.07
C -2.53 -4.76 -5.82
C -1.76 -0.70 -4.04
H -1.37 -3.39 -6.96
H -2.72 -2.59 -6.24
H -3.21 -4.81 -4.97
H -1.73 -5.45 -5.58
H -3.07 -5.05 -6.72
H -1.40 0.32 -3.91
H -1.98 -1.16 -3.08
H -2.65 -0.70 -4.68
O -4.81 0.42 -3.38
S -5.52 -0.51 -2.47
O -6.89 -0.28 -2.05
O -5.51 -1.97 -3.19
C -6.38 -3.00 -2.77
C -5.96 -4.38 -3.21
C -4.48 -0.83 -1.00
H -7.33 -2.65 -3.18
H -6.52 -3.01 -1.69
H -5.83 -4.59 -4.27
H -6.71 -5.12 -2.95
H -4.99 -4.59 -2.76
H -3.53 -1.24 -1.34
H -4.99 -1.49 -0.30
H -4.27 0.12 -0.49
O 0.95 1.96 -5.15
S 2.11 1.88 -4.23
O 2.31 0.68 -3.44
O 3.55 2.22 -5.07
C 4.81 2.09 -4.44
C 5.91 2.14 -5.54
C 2.03 3.40 -3.16
H 4.89 1.27 -3.72
H 4.84 2.87 -3.68
H 5.80 1.39 -6.32
H 6.82 1.83 -5.02
H 6.01 3.10 -6.04
H 1.08 3.47 -2.64
H 2.19 4.28 -3.78
H 2.81 3.46 -2.40
O 5.26 1.81 -1.12
S 4.59 0.68 -0.40
O 3.58 -0.16 -1.05
O 5.65 -0.33 0.33
C 6.82 0.28 0.99
C 6.98 -0.32 2.38
C 3.75 1.30 1.18
H 6.73 1.36 1.06
H 7.63 0.01 0.31
H 7.71 0.24 2.97
H 7.21 -1.39 2.37
H 6.10 -0.21 3.01
H 4.57 1.69 1.78
H 3.35 0.41 1.67
H 2.98 1.99 0.84
O -4.74 3.05 3.08
S -3.69 3.99 3.49
O -3.78 4.70 4.77
O -2.22 3.15 3.49
C -1.06 3.69 4.10
C 0.08 2.98 3.34
C -3.29 5.12 2.09
H -1.03 3.53 5.18
H -1.05 4.75 3.88
H 0.15 1.90 3.31
H 0.99 3.38 3.80
H 0.09 3.28 2.29
H -2.86 4.50 1.30
H -2.58 5.90 2.37
H -4.17 5.67 1.75
O -0.28 6.60 1.10
S 1.15 6.42 0.77
O 1.93 7.56 0.28
O 1.92 5.68 2.05
C 3.26 5.18 1.77
C 4.27 5.79 2.69
C 1.30 4.98 -0.41
H 3.63 5.47 0.79
H 3.30 4.09 1.82
H 4.30 6.87 2.75
H 5.32 5.54 2.51
H 4.14 5.42 3.71
H 0.87 4.11 0.10
H 2.33 4.88 -0.74
H 0.69 5.16 -1.30
O -2.89 -2.57 3.35
S -3.54 -1.23 3.27
O -4.78 -1.07 2.55
O -3.75 -0.64 4.82
C -4.77 0.34 5.10
C -6.13 -0.30 5.52
C -2.28 0.03 2.71
H -4.84 0.97 4.21
H -4.49 1.08 5.85
H -6.37 -1.05 4.77
H -6.99 0.38 5.47
H -6.11 -0.81 6.48
H -1.54 -0.03 3.50
H -2.83 0.97 2.66
H -1.80 -0.33 1.80
*
```

=====

# C27H72N6O9

A cluster of 7 separate species, C27H72N6O9 in total at a distorted geometry (wB97M-V/def2-TZVPD, OMol25).

Summary:
Frontier orbital gap in Ha: 0.3706

ORCA input file:
```
! RIJCOSX wB97M-V def2-TZVPD def2/J DEFGRID3
* xyz 4 1
C -1.59 1.01 2.50
O -0.98 0.81 3.65
O -1.75 0.32 1.51
O -2.15 2.39 2.34
C -0.79 -1.09 7.26
C 0.01 -1.08 5.95
O 0.26 -2.02 5.32
N 0.64 0.19 5.57
H -0.05 0.47 4.76
H 0.42 0.83 6.28
C 1.99 0.30 5.00
H -1.36 -0.19 7.43
H -0.07 -1.37 8.04
H -1.45 -1.92 7.13
H 2.63 0.01 5.83
H 2.26 1.29 4.60
H 2.04 -0.45 4.17
C 4.94 -0.09 0.52
C 4.33 1.20 -0.07
O 3.09 1.37 -0.19
N 5.25 2.18 -0.26
H -2.22 2.61 3.33
H 6.14 2.19 0.20
C 4.70 3.56 -0.41
H 5.00 0.00 1.61
H 5.97 -0.22 0.16
H 4.30 -0.93 0.31
H 3.70 3.55 -0.09
H 4.60 3.79 -1.50
H 5.34 4.32 0.04
C -0.90 7.33 -3.21
N -1.11 6.08 -2.34
C -0.30 5.01 -2.99
C -0.38 6.23 -1.04
C -2.57 5.63 -2.35
C -2.98 4.74 -1.09
O -2.01 3.73 -0.89
H -1.41 8.21 -2.78
H -1.30 7.18 -4.23
H 0.18 7.50 -3.25
H -0.73 4.96 -3.99
H -0.40 4.11 -2.38
H 0.72 5.38 -2.89
H 0.65 6.68 -1.17
H -0.53 5.31 -0.50
H -0.86 6.99 -0.44
H -2.70 5.06 -3.27
H -3.31 6.45 -2.35
H -3.91 4.30 -1.34
H -3.13 5.47 -0.29
H -2.09 3.26 -0.05
C 1.80 0.14 -5.17
N 0.73 -0.65 -4.46
C -0.43 0.21 -4.10
C 0.14 -1.76 -5.26
C 1.37 -1.43 -3.30
C 2.14 -0.58 -2.26
O 1.29 0.50 -1.86
H 1.32 0.60 -6.06
H 2.53 -0.62 -5.48
H 2.29 0.93 -4.52
H -0.87 0.59 -5.03
H -0.14 1.06 -3.44
H -1.18 -0.37 -3.57
H -0.51 -1.38 -6.05
H -0.44 -2.43 -4.61
H 0.95 -2.35 -5.66
H 1.95 -2.21 -3.79
H 0.61 -2.03 -2.81
H 3.06 -0.23 -2.73
H 2.48 -1.18 -1.43
H 1.76 1.00 -1.15
C -7.39 -1.80 -1.84
N -6.25 -1.00 -1.30
C -5.99 0.16 -2.25
C -6.62 -0.56 0.10
C -4.99 -1.97 -1.25
C -3.77 -1.55 -0.44
O -3.31 -0.29 -0.78
H -6.96 -2.43 -2.64
H -8.31 -1.25 -2.01
H -7.61 -2.49 -1.04
H -6.77 0.95 -2.06
H -6.22 -0.30 -3.22
H -5.04 0.58 -2.19
H -6.61 -1.46 0.76
H -7.63 -0.18 0.08
H -5.94 0.24 0.49
H -4.74 -2.17 -2.27
H -5.31 -2.93 -0.77
H -3.13 -2.44 -0.53
H -4.11 -1.65 0.61
H -2.76 0.03 0.04
C 4.82 -4.47 2.25
N 3.82 -5.53 2.55
C 3.88 -6.73 1.55
C 4.26 -6.15 3.90
C 2.39 -5.12 2.59
C 2.12 -3.80 3.33
O 2.50 -2.61 2.62
H 4.76 -3.72 3.04
H 4.47 -4.01 1.33
H 5.81 -4.90 2.23
H 3.64 -6.38 0.49
H 3.05 -7.38 1.82
H 4.83 -7.26 1.58
H 4.22 -5.45 4.72
H 5.28 -6.55 3.97
H 3.56 -7.04 4.13
H 1.85 -6.02 3.01
H 2.04 -5.05 1.53
H 2.51 -3.91 4.33
H 0.99 -3.82 3.52
H 1.72 -2.04 2.59
*
```

=====

# C27H72O23S7

A cluster of 11 separate species, C27H72O23S7 in total at a distorted geometry (wB97M-V/def2-TZVPD, OMol25).

Summary:
Frontier orbital gap in Ha: 0.3688
SMILES: CCOS(C)(=O)=O.CCOS(C)(=O)=O.CCOS(C)(=O)=O.CCOS(C)(=O)=O.CCOS(C)(=O)=O.O=S1(=O)CCCC1.O=S1(=O)CCCC1.CO.CO.CO.CO

ORCA input file:
```
! RIJCOSX wB97M-V def2-TZVPD def2/J DEFGRID3
* xyz 0 1
C 10.05 -19.97 15.39
C 10.81 -20.34 14.17
O 11.58 -21.64 14.45
S 12.07 -22.53 13.26
C 10.52 -22.92 12.40
O 12.82 -21.69 12.36
O 12.62 -23.72 13.87
H 9.67 -18.96 15.36
H 10.67 -20.08 16.26
H 9.24 -20.73 15.51
H 10.20 -20.50 13.26
H 11.63 -19.67 13.90
H 10.30 -22.09 11.71
H 9.80 -23.07 13.18
H 10.67 -23.90 11.98
C 4.93 -18.46 13.80
C 5.99 -18.87 12.84
O 6.66 -17.64 12.35
S 8.16 -17.54 12.77
C 8.55 -15.89 12.11
O 8.10 -17.42 14.23
O 8.95 -18.62 12.25
H 4.31 -17.63 13.34
H 5.37 -17.88 14.66
H 4.28 -19.25 14.14
H 6.74 -19.60 13.28
H 5.61 -19.33 11.91
H 7.76 -15.24 12.56
H 8.69 -16.02 11.04
H 9.44 -15.57 12.54
C 16.94 -20.49 14.46
C 15.78 -21.04 13.75
O 15.94 -21.14 12.31
S 16.65 -22.46 11.73
C 15.31 -23.61 11.63
O 17.11 -22.09 10.41
O 17.67 -22.87 12.72
H 17.52 -19.80 13.84
H 17.71 -21.20 14.69
H 16.66 -19.94 15.35
H 15.41 -22.08 14.06
H 14.93 -20.33 13.90
H 15.49 -24.37 10.92
H 14.46 -23.00 11.37
H 15.22 -23.91 12.67
C 15.99 -15.74 16.60
C 14.96 -16.21 15.53
O 13.81 -15.42 15.71
S 12.60 -15.86 14.88
C 11.42 -14.63 15.30
O 12.97 -15.72 13.49
O 12.19 -17.17 15.29
H 16.75 -16.50 16.75
H 15.48 -15.55 17.54
H 16.53 -14.89 16.24
H 15.38 -16.05 14.53
H 14.66 -17.34 15.59
H 10.51 -15.18 15.15
H 11.44 -13.91 14.50
H 11.59 -14.26 16.30
C 10.12 -16.49 18.68
C 11.27 -17.13 19.42
O 12.42 -17.33 18.36
S 13.48 -18.45 18.74
C 12.68 -20.03 18.35
O 14.55 -18.36 17.76
O 13.70 -18.32 20.10
H 10.03 -17.02 17.69
H 10.44 -15.49 18.60
H 9.20 -16.75 19.21
H 11.60 -16.55 20.28
H 10.98 -18.12 19.79
H 12.95 -20.30 17.38
H 11.62 -20.04 18.46
H 13.23 -20.75 18.95
O 8.31 -21.72 11.03
S 7.36 -21.25 10.00
O 6.01 -20.84 10.26
C 8.28 -20.03 9.06
C 9.32 -20.83 8.35
C 8.66 -22.21 7.88
C 7.37 -22.46 8.65
H 8.70 -19.14 9.58
H 7.49 -19.70 8.37
H 9.61 -20.27 7.47
H 10.23 -20.97 8.94
H 9.47 -22.94 8.04
H 8.62 -22.30 6.84
H 7.46 -23.44 9.12
H 6.52 -22.46 8.03
O 11.07 -13.99 12.28
S 11.71 -12.91 11.60
O 11.76 -11.66 12.30
C 13.29 -13.61 11.03
C 13.07 -14.01 9.56
C 12.21 -12.96 8.87
C 11.04 -12.76 9.85
H 13.58 -14.52 11.56
H 13.96 -12.73 11.14
H 14.09 -14.11 9.04
H 12.56 -15.00 9.54
H 11.96 -13.28 7.85
H 12.79 -12.07 8.84
H 10.40 -13.64 9.76
H 10.45 -11.82 9.80
C 9.76 -16.16 8.19
O 9.70 -17.16 9.19
H 9.42 -15.18 8.52
H 10.80 -16.03 7.94
H 9.18 -16.54 7.34
H 10.25 -16.98 9.96
C 17.34 -19.50 8.24
O 16.34 -19.22 7.22
H 17.44 -20.61 8.26
H 18.32 -19.15 8.03
H 16.97 -19.14 9.23
H 15.58 -19.77 7.44
C 14.05 -20.85 9.15
O 14.89 -21.74 8.50
H 13.14 -20.69 8.60
H 13.84 -21.15 10.19
H 14.43 -19.86 9.21
H 15.80 -21.66 8.81
C 12.46 -17.97 11.49
O 11.95 -16.73 11.02
H 12.40 -18.10 12.53
H 11.87 -18.78 11.10
H 13.56 -18.03 11.22
H 11.78 -16.15 11.77
*
```